No. 1
The following is a DFT calculation (wB97M-V/def2-TZVPD) of C49H31AsCl6O4PSY as an isolated structure in a non-equilibrium geometry.

E_HOMO in eV: -1.992
Charge: -2
Kohn-Sham gap in eV: 5.85
Energy relative to the best compared isomer or geometry (same formula, charge and spin) in kJ/mol: 143.8
E_tot in eV: -216653.304

Element x y z (Å)
Y -0.11 0.54 0.03
Cl 2.28 -4.95 3.84
C 2.08 -3.81 2.56
C 2.87 -3.86 1.44
Cl 4.06 -5.10 1.25
C 2.70 -2.91 0.43
Cl 3.65 -3.00 -1.02
C 1.77 -1.89 0.54
O 1.58 -0.98 -0.37
C 0.92 -1.83 1.71
O 0.03 -0.89 1.78
C 1.10 -2.81 2.68
Cl 0.08 -2.79 4.07
S 1.18 1.39 -2.26
C 1.47 -0.04 -3.20
C 2.53 -0.02 -4.12
C 2.79 -1.10 -4.94
C 1.97 -2.22 -4.91
C 0.90 -2.24 -4.04
C 0.65 -1.19 -3.17
As -0.76 -1.36 -1.85
C -0.59 -3.19 -1.17
C -1.52 -3.52 -0.18
C -1.40 -4.69 0.55
C -0.33 -5.54 0.31
C 0.59 -5.23 -0.67
C 0.47 -4.06 -1.40
C -2.21 -1.63 -3.17
C -3.09 -2.71 -3.21
C -4.14 -2.73 -4.11
C -4.34 -1.67 -4.97
C -3.48 -0.59 -4.94
C -2.43 -0.56 -4.05
H 3.14 0.86 -4.17
H 3.64 -1.07 -5.61
H 2.17 -3.07 -5.56
H 0.21 -3.09 -4.04
H -2.32 -2.82 0.04
H -2.13 -4.93 1.31
H -0.21 -6.43 0.91
H 1.43 -5.89 -0.86
H 1.22 -3.80 -2.13
H -2.93 -3.55 -2.53
H -4.80 -3.59 -4.14
H -5.17 -1.70 -5.67
H -3.64 0.24 -5.62
H -1.75 0.28 -4.02
C 2.03 -0.55 5.42
C 0.99 0.34 5.21
C 0.97 1.13 4.07
C 2.00 1.04 3.14
C 3.01 0.11 3.33
C 3.04 -0.67 4.47
P 2.08 2.10 1.64
C 3.30 3.34 2.25
C 3.86 3.38 3.52
C 4.63 4.45 3.92
C 4.86 5.50 3.05
C 4.35 5.46 1.76
C 3.58 4.39 1.36
C 0.54 3.08 1.86
C 0.44 4.25 2.60
C -0.80 4.85 2.74
C -1.91 4.26 2.17
C -1.79 3.07 1.46
C -0.56 2.44 1.24
H 2.05 -1.17 6.31
H 0.19 0.41 5.93
H 0.16 1.82 3.92
H 3.79 0.00 2.58
H 3.84 -1.38 4.63
H 3.67 2.57 4.21
H 5.04 4.48 4.92
H 5.45 6.36 3.37
H 4.53 6.28 1.07
H 3.16 4.34 0.36
H 1.31 4.69 3.08
H -0.89 5.77 3.30
H -2.88 4.72 2.29
H -2.70 2.63 1.06
Cl -7.55 2.35 -2.62
C -5.86 2.08 -2.29
C -4.91 2.80 -3.02
C -3.59 2.60 -2.76
Cl -2.38 3.44 -3.65
C -3.11 1.68 -1.74
O -1.89 1.53 -1.52
C -4.14 0.98 -1.03
C -3.78 0.06 0.00
O -2.65 -0.21 0.40
C -5.50 1.18 -1.33
H -5.22 3.51 -3.77
H -4.66 -0.44 0.48
H -6.25 0.63 -0.79

Results of the Löwdin charge analysis, in e, for atoms 1 through 4: number 1, Y, carries 1.111; number 2, Cl, carries 0.607; number 3, C, carries -0.749; number 4, C, carries -0.746

***

No. 2
The following is a DFT calculation (wB97M-V/def2-TZVPD) of C49H34Cl8N5O4S2Y as an isolated structure in a non-equilibrium geometry.

E_HOMO in eV: -6.668
Kohn-Sham gap in eV: 6.23
Energy relative to the best compared isomer or geometry (same formula, charge and spin) in kJ/mol: 239.2
E_tot in eV: -189900.907

Element x y z (Å)
Y -0.38 -0.46 1.43
C 3.35 0.62 -1.55
C 4.47 1.00 -0.83
C 4.41 1.01 0.55
C 3.21 0.65 1.17
N 2.15 0.29 0.46
C 2.19 0.27 -0.87
C 3.07 0.65 2.65
C 4.13 0.98 3.49
C 3.92 0.99 4.86
C 2.67 0.68 5.36
C 1.65 0.35 4.47
N 1.88 0.33 3.16
C 0.28 0.00 4.94
C -0.02 -0.05 6.30
C -1.30 -0.41 6.68
C -2.25 -0.71 5.72
C -1.86 -0.65 4.39
N -0.63 -0.30 4.02
H 3.37 0.61 -2.63
H 5.38 1.28 -1.33
H 5.28 1.31 1.13
H 1.20 -0.02 -1.25
H 5.10 1.23 3.10
H 4.73 1.24 5.53
H 2.50 0.69 6.43
H 0.72 0.17 7.05
H -1.56 -0.46 7.74
H -3.25 -1.00 5.99
H -2.55 -0.90 3.60
Cl -4.92 -6.64 1.27
C -3.77 -5.41 1.67
C -3.60 -4.30 0.84
Cl -4.54 -4.15 -0.60
C -2.68 -3.32 1.16
Cl -2.41 -1.96 0.13
C -1.86 -3.39 2.31
O -1.00 -2.49 2.63
C -2.07 -4.52 3.14
Cl -1.11 -4.62 4.57
C -3.00 -5.50 2.82
Cl -3.20 -6.86 3.87
O -0.45 -0.11 -0.54
Cl -0.92 -0.21 -5.72
C -1.53 1.09 -4.75
C -2.90 1.31 -4.68
C -3.36 2.34 -3.89
C -2.49 3.14 -3.14
C -3.06 4.22 -2.27
C -3.81 3.66 -1.04
N -2.94 3.11 -0.01
C -2.41 3.78 1.06
C -1.68 2.86 1.75
N -1.75 1.64 1.12
C -2.46 1.84 0.03
O -3.98 4.99 -3.02
C -3.65 6.37 -3.09
C -2.28 6.61 -3.65
C -1.85 6.15 -4.86
Cl -2.77 5.28 -6.02
S -0.20 6.52 -5.17
C -0.07 7.33 -3.66
C -1.23 7.29 -2.97
C -1.14 2.89 -3.24
Cl 0.01 3.86 -2.37
C -0.64 1.86 -4.04
H -3.58 0.69 -5.25
H -4.43 2.55 -3.84
H -2.23 4.84 -1.91
H -4.49 2.88 -1.35
H -4.39 4.47 -0.60
H -2.62 4.82 1.24
H -1.15 2.99 2.68
H -2.70 1.08 -0.70
H -3.71 6.84 -2.10
H -4.42 6.81 -3.72
H 0.87 7.77 -3.37
H -1.36 7.72 -1.98
H 0.41 1.67 -4.09
O 0.30 -3.31 0.42
S 1.54 -2.77 -0.19
C 2.89 -3.79 0.41
C 2.63 -5.06 0.89
C 3.69 -5.82 1.38
C 4.97 -5.30 1.39
C 5.22 -4.01 0.91
C 4.16 -3.25 0.43
C 1.55 -3.33 -1.89
C 2.58 -2.95 -2.74
C 2.56 -3.39 -4.06
C 1.52 -4.18 -4.51
C 0.48 -4.53 -3.65
C 0.49 -4.10 -2.33
H 1.61 -5.43 0.90
H 3.50 -6.81 1.76
H 5.79 -5.89 1.77
H 6.22 -3.61 0.93
H 4.33 -2.23 0.08
H 3.39 -2.34 -2.37
H 3.36 -3.11 -4.73
H 1.50 -4.52 -5.54
H -0.34 -5.14 -4.02
H -0.31 -4.34 -1.65

Results of the Löwdin charge analysis, in e, for atoms 1 through 4: number 1, Y, carries 1.301; number 2, C, carries -0.052; number 3, C, carries -0.064; number 4, C, carries -0.023

***

No. 3
The following is a DFT calculation (wB97M-V/def2-TZVPD) of C49H35F3N7SSbV as an isolated structure in a non-equilibrium geometry.

E_HOMO (spin up / spin down) in eV: -6.281 / -7.108
Kohn-Sham gap (spin up / spin down) in eV: 6.18 / 6.44
Spin multiplicity: 4
Energy relative to the best compared isomer or geometry (same formula, charge and spin) in kJ/mol: 56.4
E_tot in eV: -113027.073

Element x y z (Å)
V 0.19 -0.87 -0.67
C -1.15 -1.69 -4.63
C -0.36 -1.30 -3.55
N -0.79 -1.33 -2.30
C -2.06 -1.76 -2.05
C -2.94 -2.14 -3.09
C -2.44 -2.08 -4.41
C -4.25 -2.54 -2.77
C -4.64 -2.55 -1.45
C -3.77 -2.20 -0.41
C -2.45 -1.82 -0.67
N -1.43 -1.49 0.18
C -1.38 -1.55 1.55
C -2.35 -1.88 2.49
C -2.04 -1.98 3.85
C -0.78 -1.76 4.33
C 0.24 -1.36 3.44
C 1.56 -1.05 3.84
C 2.46 -0.62 2.90
C 2.06 -0.48 1.57
N 0.84 -0.79 1.16
C -0.07 -1.23 2.07
H -0.74 -1.66 -5.63
H 0.65 -0.95 -3.71
H -3.09 -2.36 -5.23
H -4.93 -2.82 -3.56
H -5.65 -2.85 -1.20
H -4.15 -2.25 0.59
H -3.37 -2.07 2.20
H -2.84 -2.24 4.54
H -0.55 -1.89 5.38
H 1.84 -1.17 4.88
H 3.48 -0.38 3.18
H 2.74 -0.10 0.82
N 0.97 3.14 -2.06
C 0.89 1.85 -1.67
S -0.51 1.39 -0.74
N 1.87 1.05 -2.01
N 1.73 -0.23 -1.56
C 2.68 -1.12 -1.88
C 3.84 -0.80 -2.72
C 4.62 0.34 -2.50
C 5.65 0.67 -3.36
C 5.93 -0.13 -4.46
C 5.17 -1.27 -4.69
C 4.14 -1.60 -3.82
C 2.41 -2.44 -1.37
C 3.31 -3.51 -1.38
C 2.96 -4.70 -0.78
C 1.71 -4.82 -0.17
C 0.87 -3.73 -0.20
N 1.19 -2.57 -0.77
H 0.18 3.73 -1.87
H 1.66 3.41 -2.74
H 4.40 0.98 -1.66
H 6.23 1.57 -3.18
H 6.72 0.14 -5.15
H 5.37 -1.89 -5.54
H 3.52 -2.47 -4.03
H 4.28 -3.39 -1.85
H 3.65 -5.53 -0.76
H 1.40 -5.74 0.31
H -0.11 -3.78 0.26
F -0.14 3.85 8.44
C -0.20 3.65 7.11
C -1.43 3.65 6.48
C -1.48 3.41 5.12
C -0.32 3.19 4.38
C 0.90 3.20 5.05
C 0.98 3.44 6.41
Sb -0.31 2.40 2.37
C 1.06 3.93 1.69
C 0.95 5.28 2.02
C 1.91 6.19 1.61
C 2.98 5.75 0.86
F 3.91 6.64 0.46
C 3.14 4.42 0.54
C 2.17 3.52 0.96
C -2.21 3.23 1.75
C -3.11 2.32 1.21
C -4.36 2.71 0.76
C -4.69 4.05 0.85
F -5.90 4.46 0.41
C -3.84 4.98 1.40
C -2.59 4.57 1.85
H -2.33 3.82 7.06
H -2.45 3.40 4.62
H 1.81 3.02 4.49
H 1.92 3.44 6.94
H 0.12 5.63 2.62
H 1.83 7.24 1.86
H 4.00 4.09 -0.03
H 2.28 2.47 0.71
H -2.82 1.27 1.13
H -5.06 2.00 0.34
H -4.14 6.02 1.46
H -1.94 5.30 2.30

Results of the Löwdin charge analysis, in e, for atoms 1 through 4: number 1, V, carries 0.520; number 2, C, carries -0.038; number 3, C, carries -0.082; number 4, N, carries -0.012

***

No. 4
The following is a DFT calculation (wB97M-V/def2-TZVPD) of C49H36MgNO11P2S2 as an isolated structure in a non-equilibrium geometry.

E_HOMO in eV: -5.324
Charge: -1
Kohn-Sham gap in eV: 6.95
Energy relative to the best compared isomer or geometry (same formula, charge and spin) in kJ/mol: 0.0
E_tot in eV: -121108.726

Element x y z (Å)
Mg 0.48 -1.97 0.73
O 2.34 -3.33 4.41
C 1.50 -2.72 3.57
O 1.80 -1.69 2.93
C 0.20 -3.44 3.44
C -0.27 -4.49 4.20
C -1.55 -4.97 3.87
C -2.30 -4.41 2.84
C -1.69 -3.41 2.06
N -0.45 -3.02 2.36
C -2.39 -2.61 0.90
O -3.57 -2.89 0.70
O -1.63 -1.73 0.36
H 3.10 -2.78 4.68
H 0.29 -4.87 5.06
H -2.01 -5.71 4.52
H -3.32 -4.74 2.56
O 1.65 -3.76 0.35
S 1.34 -3.89 -1.11
O 1.01 -5.26 -1.47
O 0.36 -2.84 -1.48
C 2.89 -3.37 -1.93
C 3.35 -4.08 -3.08
C 4.58 -3.77 -3.62
C 5.47 -3.00 -2.83
C 5.01 -2.22 -1.76
C 3.65 -2.32 -1.36
S 3.14 -0.84 -0.27
O 3.40 0.32 -1.11
O 4.01 -1.12 0.89
O 1.68 -0.78 0.03
H 2.67 -4.83 -3.54
H 4.88 -4.11 -4.63
H 6.53 -2.96 -3.13
H 5.64 -1.57 -1.16
O -1.85 2.74 -0.10
C -1.83 3.78 0.84
C -2.72 4.84 0.86
C -2.49 5.86 1.76
C -1.48 5.75 2.69
C -0.70 4.58 2.81
C -0.87 3.59 1.87
P 0.01 2.03 1.85
C -0.70 1.26 3.39
C -1.67 0.26 3.12
C -2.35 -0.33 4.20
C -2.06 0.04 5.52
C -1.05 0.95 5.77
C -0.37 1.58 4.74
C 1.67 2.42 2.41
C 2.37 1.61 3.34
C 3.71 1.83 3.61
C 4.43 2.81 2.95
C 3.78 3.57 1.99
C 2.41 3.41 1.74
C -1.84 3.07 -1.43
C -1.84 4.41 -1.82
C -2.07 4.78 -3.14
C -2.29 3.78 -4.08
C -2.13 2.44 -3.72
C -1.85 2.07 -2.41
P -1.26 0.34 -2.21
C -2.63 -0.66 -2.96
C -2.41 -2.07 -3.04
C -3.49 -2.95 -3.25
C -4.78 -2.47 -3.40
C -4.97 -1.08 -3.37
C -3.93 -0.16 -3.22
C -0.08 0.15 -3.61
C -0.28 -0.44 -4.90
C 0.78 -0.62 -5.79
C 2.04 -0.07 -5.49
C 2.27 0.49 -4.24
C 1.20 0.67 -3.31
H -3.50 4.95 0.10
H -3.12 6.76 1.72
H -1.40 6.55 3.42
H 0.01 4.44 3.61
H -1.89 -0.04 2.11
H -3.09 -1.11 3.99
H -2.62 -0.41 6.33
H -0.74 1.15 6.82
H 0.42 2.25 4.98
H 1.84 0.77 3.76
H 4.23 1.20 4.36
H 5.51 2.95 3.14
H 4.32 4.34 1.42
H 1.90 4.07 1.06
H -1.70 5.16 -1.09
H -2.05 5.82 -3.42
H -2.61 4.06 -5.09
H -2.23 1.69 -4.49
H -1.41 -2.44 -2.91
H -3.36 -4.05 -3.23
H -5.63 -3.17 -3.48
H -5.97 -0.64 -3.48
H -4.18 0.91 -3.25
H -1.29 -0.84 -5.18
H 0.60 -1.16 -6.72
H 2.86 -0.20 -6.16
H 3.28 0.74 -3.90
H 1.37 1.10 -2.35

Results of the Löwdin charge analysis, in e, for atoms 1 through 4: number 1, Mg, carries 0.636; number 2, O, carries 0.133; number 3, C, carries -0.390; number 4, O, carries 0.079

***

Which value of E_tot does entry 3 give?
-113027.073 eV

***

Among the records above, which one has the highest E_tot?
C49H35F3N7SSbV

***

The lowest E_tot belongs to which entry?
C49H31AsCl6O4PSY

***

Which of these has the highest E_tot?
C49H35F3N7SSbV